59
Properties=species:S:1:pos:R:3:forces:R:3 method="wB97M-V/def2-TZVPD" gap_ev="5.5 / 4.7" e_above_lowest_kcal_mol=22.2 multiplicity=3 s_squared=2.05 total_charge=-1 homo_ev="-3.91 / -3.90"
Mo -0.873546 1.252939 -0.810622 -1.7380 0.5717 2.0700
As -1.574546 4.257639 -0.162922 -0.4859 1.4749 0.2122
S 1.656754 -0.420961 0.354478 0.3865 -0.2445 0.3028
S -3.006246 0.179839 -1.378122 0.2633 0.2977 -0.4026
S -0.230546 2.809839 0.882578 -0.0607 -0.0788 -0.4650
S -3.351046 4.694839 0.844178 -0.0959 -0.5359 0.1000
S -0.568946 6.040739 -0.634822 0.5935 -0.1610 -0.3400
S -1.928146 3.020839 -2.014222 0.0375 -0.3538 0.4017
F -3.933746 -0.771161 1.422778 -0.1099 -0.4273 -0.1805
F -1.340446 0.036639 4.474978 -0.1588 -0.2256 0.3192
F -2.455246 -2.143061 3.406778 -0.1961 0.0391 0.2164
F 0.236954 0.697139 3.199478 0.3633 0.0571 -0.2850
F -3.779546 0.278139 3.281278 -0.0852 0.0146 0.3862
F -1.572546 1.851839 3.373978 -0.0717 0.1216 -0.0814
F -3.379546 1.312339 1.433178 -0.0635 -0.0632 0.1870
F -0.346346 -1.957261 3.032578 0.4754 -0.0471 0.1233
F -1.676146 -2.501961 1.447378 -0.0577 -0.1003 -0.2367
O -1.162046 -0.043861 0.924278 0.5038 0.4258 -1.1202
N 0.766454 1.810439 -1.953622 1.5537 -0.4766 -0.9768
N -3.100046 -2.453461 -1.215822 0.0156 -0.0963 0.0800
N 2.754454 -0.495961 2.720078 0.2356 0.6550 0.2348
N -1.034546 -1.556561 -1.690022 0.5183 -1.6599 -0.0303
N -0.347746 -0.411761 -1.827522 1.0920 -0.4743 -1.2146
N 3.234054 1.402439 1.410878 0.5680 1.1553 0.0932
C 3.288954 2.247839 -3.099222 -0.3413 0.6417 0.2272
C 1.304854 3.040739 -2.027222 -0.4739 0.4814 0.2747
C -2.622846 -4.419061 -2.620122 0.0239 0.0517 0.2956
C 3.553154 -0.069261 3.717978 0.0146 0.1155 -0.2059
C 2.746654 0.991939 -3.087022 -0.6416 -0.5199 0.1712
C -3.221446 0.158639 2.071078 -0.2384 0.4122 -0.1739
C -2.287946 -1.402861 -1.400322 -0.7753 1.1246 -0.1339
C -1.092246 0.621039 3.283678 -0.0562 0.1826 0.3919
C 2.531554 3.306139 -2.574622 0.5523 -0.6001 -0.3369
C 0.818954 -0.465161 -2.457622 -1.1361 -1.1654 0.3024
C -1.558546 -1.711561 2.509878 -0.1735 -0.2889 -0.1340
C -2.630846 -3.815861 -1.215922 0.1016 -0.2020 -0.2873
C 1.400554 -1.749761 -2.955822 -0.2642 0.2693 0.0448
C 4.011554 1.824539 2.367778 -0.1902 -0.4005 0.1101
C 2.593854 0.239539 1.545578 -0.5778 -1.5951 -0.3693
C 4.239354 1.099339 3.564278 -0.0277 -0.0532 0.0794
C -1.712146 -0.212261 2.109978 -0.3362 0.1462 0.4040
C 1.473954 0.779739 -2.521322 0.5425 1.6390 0.0167
H 0.615954 -2.499961 -2.986522 0.0607 -0.0242 -0.0424
H 0.728554 3.872739 -1.632822 -0.0391 -0.1315 0.0694
H 4.903654 1.461839 4.329278 0.0141 0.0354 0.0845
H -2.219146 -5.428461 -2.586022 0.0055 -0.1529 -0.0744
H 4.486654 2.781939 2.199478 0.1026 0.0999 0.0639
H -1.998746 -3.815661 -3.272822 0.0728 0.0681 -0.0911
H 2.166454 -1.313961 2.816278 0.0247 0.0639 -0.0647
H 2.896454 4.319939 -2.581022 -0.0280 0.1042 0.0282
H -1.613946 -3.808661 -0.819522 -0.1063 -0.0811 0.1048
H 2.168454 -2.079361 -2.255922 0.1106 -0.0603 0.0455
H 3.283354 0.145739 -3.485422 0.0313 -0.0790 -0.0459
H -3.275746 -4.398661 -0.553422 0.1236 0.0385 0.0246
H 1.845354 -1.628361 -3.940722 0.0564 0.0175 -0.0711
H -3.629446 -4.447761 -3.030722 -0.0885 -0.0491 -0.0763
H 4.270954 2.425339 -3.512322 0.0699 -0.0170 -0.0405
H 3.612754 -0.688661 4.603978 -0.0258 0.0210 -0.0631
H -4.066646 -2.251361 -1.023922 0.1299 0.0394 0.0782

=====

54
Properties=species:S:1:pos:R:3:forces:R:3 method="wB97M-V/def2-TZVPD" gap_ev=7.3 total_charge=0 homo_ev=-9.22
Br -3.783128 1.561293 1.022516 -0.0753 -0.3407 -0.2087
Cl -0.859915 -1.202758 2.635464 0.0197 0.0583 0.3543
Cl 1.592251 -3.176359 1.600194 0.0327 -0.0524 -0.0579
F -0.360420 -0.354076 -2.909840 0.5145 -0.1323 0.1851
F -1.330672 1.284627 -3.928370 0.0602 0.6514 -0.1814
F -5.074246 -1.134024 -1.637583 -0.0617 -0.3343 -0.4433
F 5.787282 4.322579 2.260025 -0.0261 0.0105 -0.0526
F -5.939606 0.240474 -0.274865 -0.2420 0.3283 0.0746
F -3.751609 -0.063494 -3.588992 -0.0983 -0.0602 -0.0303
F -1.527349 -0.719656 -4.672724 0.0415 -0.2266 -0.3132
F -2.690101 -1.514039 -2.339595 0.1180 -0.2784 0.0040
F -4.998685 -1.555763 0.468198 -0.1921 -0.2829 0.3241
F 4.845725 2.761496 0.842553 -0.0469 -0.0084 -0.0478
F 4.972571 2.344228 3.098638 -0.1450 -0.1307 0.0766
F 6.886018 2.346471 1.823713 0.0067 -0.0549 -0.0388
O 1.025665 3.581553 0.267251 0.1248 1.2082 -0.4127
O -1.772862 1.469615 -1.218774 -0.0089 -0.3502 0.0625
N -2.579678 -0.835009 0.378201 -0.5728 0.0367 -0.8398
C -0.430153 1.795127 0.769455 -0.5640 0.2380 -0.0998
C 0.221108 -2.662713 0.578849 -0.0312 -0.0034 0.6422
C 2.704245 1.023986 -0.656779 -0.1819 0.0736 0.8414
C -2.922737 0.757021 -1.542289 0.1028 -0.0930 0.0021
C 3.421975 -0.069689 1.841970 -0.1523 0.4526 -0.9281
C -3.540614 0.110730 -0.286068 -0.1202 0.9400 0.6207
C -1.148183 -0.615751 -0.016266 0.4009 0.0646 -0.1397
C -0.789588 0.832447 -0.376384 0.1134 0.2299 0.6999
C 2.052704 1.438621 0.517714 0.7800 -0.5416 0.1862
C 4.068341 -0.472680 0.666277 -0.3502 0.1865 0.0388
C 3.706783 0.057035 -0.578926 -0.3206 0.1969 0.6232
C -4.934881 -0.583029 -0.450620 0.4040 0.0673 0.1543
C -0.865161 -3.712490 0.696034 0.2193 -0.2602 -0.3068
C -0.180726 -1.242933 0.999057 0.1946 -0.2844 -0.4542
C 2.411527 0.885694 1.760659 0.0634 -0.2063 -0.5636
C -2.719210 -0.211728 -2.741163 -0.1353 0.3179 -0.1993
C -1.437695 0.026833 -3.584828 -0.5416 -0.3296 0.0398
C 0.933213 2.421127 0.495489 0.0673 -1.0975 0.3212
B 5.634361 2.955856 2.004857 0.0401 0.0092 0.0381
H 1.911045 1.203370 2.666308 0.0147 0.1375 0.0466
H -0.517701 -4.623301 0.217100 0.0018 -0.1043 -0.0547
H -0.461986 1.329620 1.750346 0.1562 -0.1716 0.0857
H -1.149782 2.606047 0.777511 -0.0822 0.0805 -0.0230
H 0.621813 -2.606830 -0.429486 -0.0213 0.1101 -0.1638
H 4.862628 -1.202115 0.729348 0.0667 -0.0190 -0.0467
H -2.721407 -0.767121 1.394794 0.3465 -0.1185 0.1179
H 0.732154 -0.649160 1.005657 0.0540 0.1878 0.1381
H -1.056178 -3.958663 1.733081 -0.1919 0.1382 0.1703
H 0.113028 0.714988 -0.971676 0.0280 -0.0856 -0.1358
H -2.828470 -1.784758 0.089859 0.0363 -0.0779 0.2080
H -3.651265 1.491329 -1.877846 -0.0493 0.1008 -0.1725
H -1.021091 -1.190047 -0.928343 -0.1699 -0.0596 -0.0165
H 2.424728 1.492959 -1.591213 0.1278 -0.0309 -0.1320
H 3.698956 -0.458199 2.806827 0.1851 -0.0660 0.0686
H -1.791822 -3.438915 0.187481 -0.0882 0.0528 -0.0393
H 4.208799 -0.249826 -1.482797 0.1482 -0.0764 -0.0219

=====

52
Properties=species:S:1:pos:R:3:forces:R:3 method="wB97M-V/def2-TZVPD" gap_ev="6.7 / 6.7" e_above_lowest_kcal_mol=121.1 total_charge=-2 homo_ev="-2.62 / -2.64"
Ir -0.019114 -1.090473 -0.851488 -3.1062 2.8470 -0.6258
Br 5.816791 -0.262659 -1.618923 0.1335 -0.0982 -0.1447
Se -1.463032 -0.914554 -3.383050 -1.0632 -0.2050 -2.2048
O -2.130550 -1.984925 -4.360168 -0.1485 -1.0057 -0.2514
O -1.972548 1.264847 -0.074644 -0.2284 -0.1633 -0.0049
O 1.511643 -2.468980 0.451788 0.1518 -0.0441 -0.5891
O 0.141748 -1.248412 -3.101156 1.0932 -0.3267 2.5021
O -1.003239 -3.038035 -0.161762 0.5883 0.9837 -2.6624
O -1.665670 0.535204 -4.031471 0.1236 1.0171 -0.0708
O -0.396605 -0.458616 1.562977 0.1717 0.1450 -1.5381
O 2.552616 -3.314974 2.203535 0.6538 -0.4037 0.5694
O 1.841123 1.433572 -2.493189 -0.2225 -0.0335 -0.1888
O -1.326300 -4.751210 1.226359 -0.1725 -0.5725 -0.4114
O -2.104675 -0.968862 -1.872589 1.3639 -0.2868 2.3339
N 2.006721 -0.011413 -0.175545 0.0182 -0.3496 -0.0516
N -1.975662 2.512318 -1.965958 0.0909 -0.2481 0.1185
N -0.119167 1.200977 -1.359151 0.5998 -2.9722 0.2796
C 1.592226 -2.768631 1.662714 -0.3884 0.1630 0.7444
C 4.243841 0.360697 -0.782524 0.0960 0.1316 0.1659
C 1.988104 1.166519 0.433401 0.0054 0.1186 0.0698
C -1.895411 -0.542882 3.286073 -0.1218 0.0868 -0.2825
C -1.253248 3.057743 -2.972539 0.4928 0.3229 -0.1571
C -1.008750 -2.621201 2.213852 -0.3215 -0.4886 -1.0124
C 3.088980 2.004320 0.464222 0.0846 -0.1543 0.1042
C 0.398674 -0.790932 2.685053 0.8240 -0.4777 0.9531
C 3.105624 -0.427670 -0.776397 0.3354 -0.0677 0.0686
C 0.667085 1.758618 -2.320777 0.7219 0.6701 -0.4975
C 0.062614 2.834097 -3.094400 -0.1122 0.1094 -0.0788
C -0.485824 -0.340423 3.873694 0.1400 0.1550 -0.2101
C 4.255932 1.594990 -0.159206 -0.2098 -0.1878 -0.0512
C -1.372012 1.594216 -1.087312 -0.8696 0.8526 0.6607
C -1.545550 -1.204562 1.940800 -1.1780 -0.4204 0.4936
C -1.111684 -3.576148 0.954941 0.1886 0.6097 2.7523
C 0.437085 -2.326946 2.639965 0.8257 -0.0908 -0.3314
C -3.412659 2.487930 -2.048952 -0.3134 -0.1576 0.0178
H -2.389690 0.411315 3.100227 -0.0156 0.0035 0.0225
H -3.783874 3.480271 -2.318540 -0.0291 -0.0459 0.0602
H 5.141832 2.214646 -0.156719 0.0307 -0.0301 -0.0488
H -3.794917 2.175553 -1.077677 -0.0450 0.1360 -0.1313
H -0.298804 0.702929 4.130353 -0.0060 0.0309 0.0167
H -1.561344 -3.131698 3.011336 0.0658 0.2203 -0.1335
H -2.538819 -1.164002 3.907346 -0.0221 -0.0497 -0.0326
H -0.303573 -0.951920 4.756610 0.0817 -0.0222 -0.0194
H -1.806435 3.706916 -3.643248 0.0421 0.0018 0.0534
H 1.048377 1.455371 0.881027 -0.0827 -0.0197 0.0228
H 1.374514 -0.307112 2.634371 -0.0946 -0.0281 -0.1037
H 3.066477 -1.408460 -1.231496 0.0578 0.0493 -0.0023
H 3.042132 2.952891 0.979700 -0.0611 0.0451 -0.0013
H 0.675791 3.310271 -3.841971 -0.0755 -0.0183 -0.1125
H -2.297901 -1.124341 1.159799 0.0366 0.0345 0.0153
H -3.709206 1.755130 -2.806062 -0.0880 0.0657 0.0224
H 0.686331 -2.771301 3.606764 -0.0418 0.1687 -0.0969

=====

45
Properties=species:S:1:pos:R:3:forces:R:3 method="wB97M-V/def2-TZVPD" gap_ev=7.6 e_above_lowest_kcal_mol=0.0 total_charge=+1 homo_ev=-11.43
Rh -0.907440 0.190493 0.496122 -0.6412 0.6849 -0.3683
Br -1.662824 1.510567 -1.439985 -0.0901 0.0173 -0.3030
S -2.648102 -2.326069 0.999186 0.1893 0.0018 -0.1919
O -0.810150 -0.507058 2.359487 0.3135 -0.1824 -0.0165
O 0.122616 -0.074564 4.346687 -0.0318 0.0549 -0.0375
O 3.207880 3.235895 4.249494 -0.0024 0.0178 -0.0156
O -2.317301 -1.193137 -0.008746 -0.4159 -0.0993 0.2377
O 2.024948 1.633574 5.249074 -0.0230 0.0148 0.0133
N 0.476070 1.477738 1.149101 0.4545 0.1821 0.3046
N 2.042624 2.817800 1.818551 0.0316 -0.0040 -0.0274
C 1.236533 -0.933136 -3.046172 -0.0097 0.0135 0.0032
C 1.679013 2.103553 2.925368 -0.0203 -0.0054 -0.0326
C 0.331955 -0.595504 -0.792760 0.3791 -0.5102 0.2816
C 2.371295 2.372715 4.219590 0.0631 -0.0229 0.0075
C -0.514098 0.694696 -2.735114 0.0342 -0.0786 0.1678
C 1.221848 -0.581690 -4.420226 0.0147 -0.0163 -0.0001
C 0.706922 1.259003 2.493809 0.0327 0.0485 -0.0223
C 2.077950 -2.212148 -1.183381 0.0014 -0.0075 0.0060
C 1.324135 2.417081 0.752201 -0.0964 0.0817 0.0278
C -3.846629 -1.637083 2.126283 0.0191 -0.0382 -0.0050
C -0.021711 0.168111 3.164765 -0.0636 -0.2261 0.0727
C -0.534029 1.037922 -4.046580 0.0163 -0.0079 -0.0017
C 2.106958 -1.914567 -2.514421 -0.0174 0.0154 -0.0112
C -3.716645 -3.341755 0.004334 0.0014 -0.0450 0.0469
C 1.507490 2.986548 -0.606285 -0.0194 -0.0317 -0.0090
C 0.369818 0.368011 -4.905085 -0.0130 0.0138 -0.0223
C 0.339193 -0.272868 -2.172367 -0.0836 0.1072 -0.0329
C 1.181754 -1.548503 -0.310826 0.0725 0.0237 -0.0643
H 1.907311 -1.086964 -5.088689 -0.0016 0.0016 -0.0027
H 0.981304 3.937343 -0.701197 -0.0115 -0.0119 -0.0131
H 2.791527 -2.423614 -3.180511 0.0049 0.0011 0.0033
H -3.121465 -3.703232 -0.831156 0.0023 -0.0074 0.0064
H -1.210606 1.788006 -4.431577 -0.0031 0.0025 0.0067
H -4.048873 -4.183343 0.611517 -0.0241 0.0124 0.0026
H 2.742977 -2.963569 -0.778870 0.0005 0.0015 -0.0002
H -3.363499 -0.794349 2.614627 0.0112 -0.0061 0.0247
H 1.135748 2.300015 -1.360672 -0.0003 -0.0166 -0.0043
H 2.764060 3.526779 1.847879 0.0046 -0.0059 -0.0064
H -4.069413 -2.397379 2.875026 -0.0408 -0.0099 -0.0195
H 1.318824 0.977462 5.022177 -0.0297 -0.0345 0.0193
H 2.566404 3.157987 -0.795967 -0.0031 0.0287 0.0116
H -4.558319 -2.748702 -0.346739 0.0057 0.0014 -0.0259
H -4.741551 -1.335304 1.586465 0.0058 0.0435 -0.0001
H 1.180625 -1.805843 0.742249 -0.0144 -0.0051 -0.0109
H 0.374870 0.619084 -5.956668 -0.0020 0.0028 0.0009